No. 1
Below is a 10-piece molecular cluster, C22H35Cl8F3O18 overall at a distorted geometry, with properties calculated with ωB97M-V with the def2-TZVPD basis set.

Output
energy = -168564.952 eV
gap between HOMO and LUMO = 0.393 Eh
LUMO = 0.13 eV
SMILES = O=C1OC[C@@H](F)O1.O=C1OC[C@@H](F)O1.O=C1OC[C@@H](F)O1.COC(=O)OC.COC(=O)OC.COC(=O)OC.ClCCl.ClCCl.ClCCl.ClCCl
HOMO level = -0.3880 Ha

CARTESIAN COORDINATES (ANGSTROEM)
O -0.58 2.56 -6.54
C -0.59 2.42 -7.77
O -0.52 3.36 -8.69
C -0.84 2.85 -9.99
C -0.27 1.42 -9.82
F 1.04 1.31 -10.09
O -0.42 1.24 -8.41
H -1.92 2.86 -10.14
H -0.34 3.39 -10.80
H -0.69 0.58 -10.36
O -2.70 -3.85 -4.22
C -3.53 -4.02 -5.10
O -4.57 -3.15 -5.42
C -5.15 -3.62 -6.62
C -4.87 -5.10 -6.58
F -4.65 -5.63 -7.78
O -3.65 -5.19 -5.85
H -6.22 -3.45 -6.70
H -4.81 -3.08 -7.50
H -5.64 -5.72 -6.12
O 4.26 5.99 -0.26
C 5.14 6.68 0.28
O 4.88 7.75 1.04
C 6.11 8.24 1.58
C 6.99 7.06 1.50
F 6.94 6.29 2.61
O 6.43 6.31 0.43
H 6.52 8.95 0.86
H 6.11 8.74 2.55
H 8.03 7.29 1.24
C 6.28 -1.50 0.91
O 7.36 -0.74 0.35
C 8.01 0.15 1.13
O 7.92 0.35 2.30
O 8.75 1.03 0.29
C 9.01 0.78 -1.09
H 6.48 -2.33 1.60
H 5.70 -2.02 0.14
H 5.53 -0.82 1.31
H 8.24 0.11 -1.48
H 9.97 0.29 -1.28
H 8.86 1.77 -1.52
C -1.40 -3.02 7.45
O -1.34 -2.97 8.88
C -2.34 -2.44 9.60
O -2.41 -2.48 10.81
O -3.41 -1.92 8.81
C -4.67 -1.48 9.36
H -0.87 -3.91 7.13
H -0.98 -2.12 6.99
H -2.44 -3.19 7.18
H -4.56 -0.77 10.18
H -5.13 -2.44 9.59
H -5.29 -0.99 8.61
C -4.89 -3.81 2.59
O -5.45 -4.21 3.81
C -6.64 -3.75 4.32
O -7.51 -3.09 3.72
O -6.84 -4.34 5.55
C -8.01 -3.89 6.27
H -3.94 -4.26 2.31
H -4.74 -2.73 2.68
H -5.58 -4.04 1.78
H -8.03 -2.82 6.44
H -8.07 -4.48 7.19
H -8.90 -4.16 5.71
Cl 4.27 2.52 6.84
C 3.42 1.15 6.07
Cl 3.88 -0.47 6.71
H 2.34 1.27 6.02
H 3.86 1.20 5.07
Cl -5.34 2.39 -2.95
C -5.38 3.97 -3.78
Cl -7.01 4.73 -3.90
H -4.65 4.66 -3.35
H -5.03 3.75 -4.79
Cl 4.05 -3.09 -4.89
C 4.38 -1.56 -5.83
Cl 4.45 -0.23 -4.67
H 5.32 -1.58 -6.40
H 3.57 -1.40 -6.54
Cl 0.08 0.26 1.15
C -0.22 1.25 -0.25
Cl -0.96 2.89 0.23
H 0.73 1.37 -0.77
H -0.89 0.69 -0.90

***

No. 2
Below is a single C4H5N3 molecule at a distorted geometry, with properties calculated with ωB97M-V with the def2-TZVPD basis set.

Output
energy = -8693.901 eV
gap between HOMO and LUMO = 0.320 Eh
energy relative to the best compared isomer or geometry (same formula, charge and spin) = 136.32 kcal per mole
LUMO = 0.83 eV
HOMO level = -0.2896 Ha

CARTESIAN COORDINATES (ANGSTROEM)
C -1.32 -0.88 -0.28
C 0.90 -0.64 0.68
C -0.79 1.24 0.27
C 1.19 0.37 -0.41
N -1.44 0.36 -0.40
N -0.27 -1.30 0.53
N 0.46 1.55 0.14
H -2.02 -1.64 -0.65
H 2.34 0.40 -0.60
H 0.75 0.21 -1.45
H -0.60 -1.95 1.33
H 0.80 2.31 0.84

***

No. 3
Below is a 11-piece molecular cluster, C16H38Br10N6O12 overall at a distorted geometry, with properties calculated with ωB97M-V with the def2-TZVPD basis set.

Output
energy = -751125.553 eV
gap between HOMO and LUMO = 0.358 Eh
energy relative to the best compared isomer or geometry (same formula, charge and spin) = 40.51 kcal per mole
LUMO = -0.21 eV
SMILES = C[N+](=O)[O-].C[N+](=O)[O-].C[N+](=O)[O-].C[N+](=O)[O-].C[N+](=O)[O-].C[N+](=O)[O-].BrCCBr.BrCCBr.BrCCBr.BrCCBr.BrCCBr
HOMO level = -0.3655 Ha

CARTESIAN COORDINATES (ANGSTROEM)
C -3.26 -6.95 -3.43
N -3.43 -6.35 -2.03
O -3.30 -5.17 -1.86
O -3.53 -7.11 -1.04
H -4.23 -7.42 -3.62
H -2.47 -7.70 -3.38
H -2.91 -6.18 -4.10
C 6.67 0.06 -1.23
N 5.78 0.99 -0.41
O 4.65 0.61 -0.16
O 6.27 2.06 -0.06
H 6.42 -0.94 -0.88
H 7.70 0.33 -1.01
H 6.40 0.25 -2.27
C 3.56 5.61 -2.38
N 2.52 5.58 -1.33
O 2.40 6.68 -0.73
O 1.80 4.57 -1.30
H 4.27 6.35 -2.01
H 2.98 5.88 -3.26
H 4.00 4.62 -2.48
C -2.16 5.07 -4.02
N -1.15 5.31 -5.10
O -0.09 4.74 -4.97
O -1.45 6.03 -6.02
H -2.00 4.12 -3.50
H -3.12 5.12 -4.53
H -1.96 5.89 -3.33
C 3.47 4.14 3.56
N 3.59 4.64 4.95
O 2.68 5.34 5.41
O 4.54 4.27 5.63
H 3.04 4.93 2.94
H 2.84 3.25 3.63
H 4.51 4.02 3.24
C -6.73 -1.07 0.66
N -8.24 -0.95 0.87
O -8.98 -1.88 0.50
O -8.57 0.05 1.51
H -6.70 -0.53 -0.28
H -6.40 -2.10 0.52
H -6.28 -0.52 1.49
Br -1.76 7.24 2.02
C -2.17 5.38 2.38
C -3.38 5.22 3.24
Br -3.47 3.34 3.74
H -1.30 5.06 2.96
H -2.13 4.83 1.44
H -4.26 5.55 2.69
H -3.30 5.73 4.20
Br 3.88 -5.56 0.80
C 4.71 -4.64 2.41
C 6.15 -5.19 2.67
Br 6.86 -4.39 4.36
H 4.11 -4.79 3.31
H 4.82 -3.59 2.16
H 6.86 -4.92 1.89
H 6.11 -6.27 2.76
Br -2.14 0.00 -0.95
C -0.83 -1.03 0.09
C -0.48 -0.18 1.31
Br 0.61 -1.37 2.46
H 0.04 -1.26 -0.53
H -1.35 -1.96 0.32
H -1.29 0.21 1.93
H 0.09 0.71 1.03
Br -2.54 -3.93 5.18
C -2.42 -5.40 3.88
C -2.91 -6.71 4.41
Br -1.89 -7.24 6.00
H -1.41 -5.68 3.58
H -3.02 -5.07 3.04
H -2.84 -7.56 3.73
H -3.94 -6.53 4.71
Br 2.01 0.18 -4.94
C 0.21 0.09 -5.80
C -0.07 -1.32 -6.28
Br -0.07 -2.72 -4.99
H 0.11 0.77 -6.65
H -0.48 0.38 -5.01
H 0.77 -1.62 -6.91
H -1.02 -1.41 -6.79

***

No. 4
Below is a single C5H5ClOS molecule, with properties calculated with ωB97M-V with the def2-TZVPD basis set.

Output
energy = -30669.386 eV
gap between HOMO and LUMO = 0.312 Eh
energy relative to the best compared isomer or geometry (same formula, charge and spin) = 26.51 kcal per mole
LUMO = -0.73 eV
SMILES = C=C[C@](Cl)(C=O)C=S
HOMO level = -0.3384 Ha

CARTESIAN COORDINATES (ANGSTROEM)
C -0.81 2.35 0.74
C -0.80 1.27 -0.03
C 0.25 0.19 -0.05
Cl 1.33 0.25 1.39
C 1.17 0.48 -1.25
O 1.21 -0.23 -2.23
C -0.26 -1.23 -0.13
S -1.80 -1.68 -0.10
H -0.04 2.54 1.50
H -1.58 3.09 0.64
H -1.59 1.11 -0.75
H 1.78 1.40 -1.15
H 0.54 -1.97 -0.24

***

No. 5
Below is a 5-piece molecular cluster, C2H12O5 overall at a distorted geometry, with properties calculated with ωB97M-V with the def2-TZVPD basis set.

Output
2S+1 = 2
energy = -12495.233 eV
gap between HOMO and LUMO (alpha / beta) = 0.236 / 0.123 Eh
net charge = +1
<S²> = 0.7581
energy relative to the best compared isomer or geometry (same formula, charge and spin) = 52.52 kcal per mole
LUMO (alpha / beta) = -5.56 / -8.64 eV
HOMO level (alpha / beta) = -0.4406 / -0.4406 Ha

CARTESIAN COORDINATES (ANGSTROEM)
C 3.42 2.24 -1.98
C 2.14 2.27 -2.51
O 1.04 2.55 -1.69
H 4.23 2.53 -2.67
H 3.64 1.97 -0.97
H 1.96 1.94 -3.52
H 0.14 2.18 -1.91
H -0.52 -1.10 4.66
H -0.19 -0.80 3.19
O -0.30 -1.52 3.86
H -1.90 0.40 -2.38
H -1.04 1.19 -3.45
O -1.14 1.04 -2.41
H -1.46 -0.92 0.34
H -3.06 -1.30 0.59
O -2.24 -1.05 0.96
H -1.36 -3.03 3.37
H -1.45 -4.74 3.13
O -1.92 -3.86 3.40

***

No. 6
Below is C25H31BGeN6PSe2Ti as an isolated structure at a distorted geometry, with properties calculated with ωB97M-V with the def2-TZVPD basis set.

Output
2S+1 = 2
energy = -255662.400 eV
gap between HOMO and LUMO (alpha / beta) = 0.292 / 0.311 Eh
<S²> = 0.7538
energy relative to the best compared isomer or geometry (same formula, charge and spin) = 25.05 kcal per mole
LUMO (alpha / beta) = 0.46 / 0.46 eV
HOMO level (alpha / beta) = -0.2750 / -0.2938 Ha

CARTESIAN COORDINATES (ANGSTROEM)
Ti 0.25 -0.23 -0.56
C 4.56 -1.31 0.66
C 3.35 -0.71 1.01
N 2.58 -0.55 -0.06
N 3.27 -1.04 -1.11
C 4.46 -1.51 -0.70
B 2.58 -1.30 -2.45
N 1.91 0.01 -2.91
C 2.20 0.76 -3.98
C 1.27 1.78 -4.06
C 0.44 1.58 -2.96
N 0.85 0.52 -2.28
N 1.49 -2.34 -2.12
C 1.48 -3.66 -2.38
C 0.45 -4.23 -1.66
C -0.13 -3.17 -0.95
N 0.53 -2.04 -1.24
H 5.37 -1.57 1.31
H 3.01 -0.42 1.99
H 5.14 -1.96 -1.39
H 3.34 -1.70 -3.26
H 3.04 0.53 -4.60
H 1.21 2.56 -4.79
H -0.42 2.15 -2.65
H 2.18 -4.11 -3.05
H 0.15 -5.25 -1.63
H -0.95 -3.17 -0.26
Se -0.16 2.29 0.32
P -0.24 1.11 2.14
Se 0.01 -1.05 1.96
C -1.79 1.34 3.09
C -2.79 2.19 2.64
C -3.93 2.37 3.40
C -4.06 1.72 4.61
C -3.07 0.85 5.05
C -1.94 0.65 4.29
C 1.02 1.91 3.20
C 0.77 2.42 4.47
C 1.76 3.11 5.14
C 3.00 3.30 4.56
C 3.25 2.81 3.29
C 2.27 2.12 2.61
H -2.65 2.70 1.69
H -4.71 3.03 3.05
H -4.94 1.87 5.22
H -3.18 0.34 6.00
H -1.18 -0.05 4.60
H -0.20 2.30 4.93
H 1.56 3.51 6.12
H 3.77 3.86 5.08
H 4.20 2.97 2.81
H 2.46 1.76 1.60
C -1.09 -1.64 -3.99
Ge -2.48 -1.12 -2.65
C -3.71 0.12 -3.64
C -3.57 -2.77 -2.32
C -1.82 -0.28 -0.99
H -1.53 -1.69 -4.98
H -0.66 -2.61 -3.76
H -0.28 -0.92 -4.02
H -4.20 -0.41 -4.45
H -3.18 0.96 -4.07
H -4.48 0.51 -2.98
H -3.70 -3.32 -3.25
H -4.56 -2.52 -1.93
H -3.09 -3.43 -1.60
H -2.34 -0.74 -0.13
H -2.16 0.77 -1.03

***

No. 7
Below is a 5-piece molecular cluster, C30H71N5O5 overall at a distorted geometry, with properties calculated with ωB97M-V with the def2-TZVPD basis set.

Output
energy = -49941.521 eV
gap between HOMO and LUMO = 0.318 Eh
energy relative to the best compared isomer or geometry (same formula, charge and spin) = 63.09 kcal per mole
LUMO = 0.53 eV
SMILES = CC1(C)CCCC(C)(C)N1O.CC1(C)CCCC(C)(C)N1O.COC[C@H](C)N.COC[C@H](C)N.COC[C@H](C)N
HOMO level = -0.2983 Ha

CARTESIAN COORDINATES (ANGSTROEM)
C -1.57 2.75 2.97
C -0.48 3.70 2.38
C 0.94 3.24 2.71
C -0.61 3.68 0.82
C 0.19 4.81 0.16
C -0.31 6.18 0.67
C -0.37 6.33 2.22
C 1.05 6.85 2.67
C -1.40 7.45 2.58
N -0.80 5.06 2.87
O -0.80 5.15 4.32
H -1.47 2.74 4.05
H -2.51 3.18 2.63
H -1.56 1.74 2.58
H 1.71 3.98 2.55
H 0.99 2.86 3.73
H 1.19 2.43 2.02
H -0.53 2.75 0.26
H -1.68 3.88 0.72
H 1.25 4.78 0.40
H 0.05 4.75 -0.92
H -1.18 6.70 0.26
H 0.49 6.75 0.20
H 1.27 7.91 2.54
H 1.85 6.47 2.03
H 1.18 6.68 3.74
H -1.23 8.12 3.42
H -2.39 7.00 2.52
H -1.46 8.15 1.75
H 0.10 4.97 4.58
C -1.25 -1.79 -6.04
C -2.74 -2.20 -5.65
C -3.40 -3.00 -6.79
C -2.50 -3.16 -4.44
C -3.74 -3.58 -3.72
C -4.40 -2.20 -3.33
C -4.69 -1.15 -4.48
C -5.93 -1.56 -5.36
C -4.89 0.20 -3.77
N -3.49 -0.99 -5.28
O -3.67 -0.09 -6.34
H -1.11 -1.40 -7.05
H -0.86 -0.98 -5.42
H -0.59 -2.65 -5.90
H -3.73 -2.37 -7.62
H -2.61 -3.69 -7.08
H -4.25 -3.57 -6.43
H -2.01 -4.11 -4.65
H -1.88 -2.62 -3.72
H -4.39 -4.23 -4.29
H -3.55 -4.17 -2.82
H -3.79 -1.80 -2.51
H -5.30 -2.25 -2.71
H -6.09 -1.04 -6.30
H -6.84 -1.35 -4.82
H -6.05 -2.63 -5.54
H -4.12 0.45 -3.04
H -5.84 0.22 -3.23
H -4.90 1.09 -4.40
H -3.10 0.63 -6.07
C 4.74 3.21 4.12
O 4.82 2.11 3.20
C 3.96 1.06 3.63
C 4.40 -0.39 3.15
C 5.72 -1.00 3.74
N 4.45 -0.43 1.64
H 5.04 2.96 5.14
H 3.74 3.56 4.35
H 5.25 4.10 3.74
H 4.00 1.01 4.72
H 2.94 1.34 3.36
H 3.55 -1.00 3.46
H 6.50 -0.33 3.37
H 6.00 -2.01 3.45
H 5.74 -1.04 4.83
H 3.47 -0.61 1.46
H 4.58 0.53 1.39
C 3.82 -7.33 2.96
O 2.86 -7.12 1.99
C 3.27 -6.16 0.98
C 2.40 -4.85 1.18
C 0.88 -5.21 1.18
N 2.71 -3.99 0.00
H 4.71 -7.73 2.48
H 3.40 -8.23 3.39
H 3.96 -6.41 3.54
H 4.32 -6.02 0.71
H 2.98 -6.69 0.07
H 2.73 -4.23 2.01
H 0.31 -4.32 0.93
H 0.75 -5.41 2.25
H 0.51 -6.10 0.67
H 2.97 -4.57 -0.78
H 3.63 -3.70 0.31
C 0.70 -1.44 2.13
O 0.82 -0.06 1.70
C 0.68 -0.20 0.26
C -0.72 -0.57 -0.39
C -0.89 -0.40 -1.85
N -1.76 0.30 0.23
H 0.63 -1.29 3.20
H 1.52 -2.12 1.88
H -0.28 -1.83 1.85
H 1.14 0.71 -0.14
H 1.40 -0.93 -0.11
H -1.00 -1.60 -0.16
H -1.87 -0.78 -2.15
H -0.16 -0.89 -2.49
H -1.01 0.68 -2.00
H -2.59 0.30 -0.35
H -1.93 0.03 1.19

***

No. 8
Below is C42H35F3N4O7P2STc as an isolated structure at a distorted geometry, with properties calculated with ωB97M-V with the def2-TZVPD basis set.

Output
2S+1 = 2
energy = -104178.015 eV
gap between HOMO and LUMO (alpha / beta) = 0.163 / 0.162 Eh
<S²> = 0.7569
LUMO (alpha / beta) = -1.61 / -1.60 eV
HOMO level (alpha / beta) = -0.2220 / -0.2205 Ha

CARTESIAN COORDINATES (ANGSTROEM)
Tc 2.62 -1.23 -2.05
N 1.39 -1.81 -3.78
C 0.30 -2.67 -3.26
C 0.94 -3.67 -2.30
O 0.56 -4.83 -2.25
N 1.95 -3.11 -1.60
C 3.03 -3.98 -1.18
C 4.25 -3.61 -2.07
O 5.20 -4.35 -2.18
O 4.12 -2.42 -2.64
H 1.99 -2.36 -4.38
H 1.00 -1.07 -4.35
H -0.41 -2.05 -2.73
H -0.22 -3.22 -4.04
H 3.33 -3.81 -0.15
H 2.80 -5.03 -1.32
F 6.94 1.79 -2.17
C 6.48 2.05 -0.95
F 7.55 2.34 -0.17
F 5.73 3.18 -1.02
C 5.70 0.91 -0.37
C 6.08 0.35 0.83
C 5.35 -0.71 1.37
C 4.27 -1.18 0.66
N 3.90 -0.66 -0.51
C 4.57 0.39 -1.04
S 3.90 0.86 -2.55
H 6.95 0.73 1.35
H 5.63 -1.17 2.31
H 3.69 -2.03 1.02
O -0.91 0.67 -0.49
C -0.02 0.44 -1.59
O 1.04 -0.12 -1.27
C -0.46 0.93 -2.84
C 0.49 1.31 -3.82
C 0.08 1.89 -5.00
C -1.28 2.07 -5.25
C -2.23 1.66 -4.32
C -1.83 1.10 -3.13
N -1.70 2.72 -6.48
O -2.89 2.90 -6.65
O -0.84 3.06 -7.27
H 1.54 1.22 -3.59
H 0.79 2.23 -5.73
H -3.28 1.78 -4.57
H -2.57 0.76 -2.42
C -1.67 0.79 2.08
P -0.38 0.21 0.95
C 1.06 1.15 1.45
C 1.50 1.05 2.77
C 2.55 1.86 3.20
C 3.12 2.77 2.33
C 2.65 2.89 1.03
C 1.62 2.08 0.58
C -0.31 -1.56 1.06
C -1.10 -2.30 0.18
C -1.10 -3.68 0.26
C -0.30 -4.33 1.19
C 0.48 -3.60 2.07
C 0.48 -2.21 2.01
P -3.38 0.11 1.68
C -4.06 -0.28 3.33
C -3.52 0.10 4.56
C -4.14 -0.25 5.75
C -5.32 -0.98 5.73
C -5.88 -1.35 4.51
C -5.25 -1.01 3.33
C -4.26 1.70 1.32
C -5.30 2.19 2.11
C -5.98 3.35 1.75
C -5.64 4.03 0.59
C -4.60 3.55 -0.20
C -3.92 2.40 0.16
H -1.67 1.88 2.11
H -1.36 0.40 3.05
H 1.04 0.36 3.47
H 2.91 1.77 4.22
H 3.94 3.40 2.66
H 3.10 3.61 0.35
H 1.27 2.17 -0.44
H -1.72 -1.80 -0.55
H -1.71 -4.26 -0.42
H -0.29 -5.41 1.23
H 1.11 -4.10 2.79
H 1.09 -1.64 2.70
H -2.61 0.70 4.61
H -3.70 0.04 6.69
H -5.80 -1.25 6.66
H -6.81 -1.91 4.49
H -5.67 -1.32 2.38
H -5.59 1.68 3.02
H -6.78 3.72 2.38
H -6.18 4.93 0.30
H -4.33 4.08 -1.11
H -3.11 2.06 -0.45

***

No. 9
Below is a single C2BrN3O4 molecule at a distorted geometry, with properties calculated with ωB97M-V with the def2-TZVPD basis set.

Output
energy = -84768.044 eV
gap between HOMO and LUMO = 0.380 Eh
energy relative to the best compared isomer or geometry (same formula, charge and spin) = 16.14 kcal per mole
LUMO = -1.73 eV
SMILES = N#CC(Br)([N+](=O)[O-])[N+](=O)[O-]
HOMO level = -0.4435 Ha

CARTESIAN COORDINATES (ANGSTROEM)
N 0.52 -0.49 -2.57
C 0.19 -0.32 -1.53
C -0.50 0.01 0.02
Br -2.45 0.05 -0.30
N 0.06 1.39 0.54
O 0.95 1.92 -0.08
O -0.58 1.81 1.48
N -0.17 -1.19 0.90
O 0.78 -0.99 1.62
O -0.78 -2.15 0.62

***

- Which value of energy does entry 3 give?
  -751125.553 eV